(1)
The following is a quantum chemistry calculation of C26H50NOP3Rh as an isolated structure, from OMol25.

Structure (XYZ):
```
82
Properties=species:S:1:pos:R:3
H -5.8551 -4.4113 -1.8290
H -1.0426 3.8977 1.3297
H 2.3583 -1.4529 -2.6113
H 1.9621 2.2054 1.7429
C 0.6037 1.1362 -3.0875
H -1.5448 -2.3940 0.8401
N 3.4735 1.1709 2.7928
H 1.6248 -2.9718 -3.1953
H 2.4119 2.3697 4.1760
H -1.8740 2.7416 -2.4956
H 1.2623 -3.8083 -0.7084
C -4.5735 -2.8515 -1.0915
H -2.9173 2.4447 1.3148
P 0.1120 -1.8580 -1.6283
P -0.7518 1.4948 1.7912
H 0.6876 3.5213 1.5493
H 2.7966 0.3977 2.9246
H 0.7009 -1.1916 2.6529
H 0.8638 -2.5154 1.3793
C 4.1915 0.9967 -0.4773
H -0.1854 -4.2279 -1.6891
C 3.0620 0.9386 0.3694
C -2.5761 1.5483 1.8395
H 0.7197 0.6634 3.5659
Rh -0.0499 -0.1111 0.1110
H -1.4910 -1.1590 -3.3177
H -0.5268 1.7868 4.1772
H 4.0825 2.9240 3.7816
H -0.9626 0.1017 3.7611
H -2.2652 -2.1606 -2.0712
C 2.9915 1.8896 1.5289
C 4.0105 -1.3793 -0.7433
H -2.7524 -0.2996 -1.0392
C -1.8230 1.9195 -1.7700
C 2.1514 -0.1448 0.2233
C -1.1014 -1.6399 1.5031
C -5.7082 -3.3395 -1.7412
C -0.3269 3.2825 1.8974
C 0.8046 3.0310 -1.1124
H 5.1429 0.2232 3.6474
H -3.8337 -3.5264 -0.6526
P -0.0843 1.4737 -1.4337
H -7.3303 -0.4051 -2.3325
H 0.9928 3.5472 -2.0603
H 2.3189 -2.3030 0.1773
H -0.3662 3.5732 2.9589
H -1.2216 -2.9330 -3.3036
H -3.0108 0.6679 1.3506
O -3.2283 -0.9468 -0.4268
C -4.4052 -1.4616 -0.9657
C -5.4173 -0.5727 -1.3830
H 1.7695 2.8166 -0.6344
C -6.5348 -1.0845 -2.0318
C 3.4425 2.0559 3.9865
C 0.2688 -1.6877 1.7768
H 1.6080 0.7153 -2.9927
C -6.6614 -2.4574 -2.2613
H 5.5650 -0.1779 -1.6624
H 1.0702 -1.4142 -3.8521
C 4.8182 0.5571 2.6518
C 4.6695 -0.1887 -1.0331
H -0.0387 0.4565 -3.6590
H -2.8938 1.6036 2.8893
H 5.5152 1.3154 2.2633
C 0.2192 -3.5484 -0.9260
H 4.4163 -2.3370 -1.0762
H 3.6481 2.7694 1.4094
H -7.4993 -2.8430 -2.8430
H -5.3080 0.4927 -1.1641
C 1.4227 -1.9193 -2.9435
C -0.3365 0.9549 3.4856
H -1.8134 -1.1518 2.1662
H 4.7723 -0.3071 1.9783
H 3.8275 1.4834 4.8388
C -1.3636 -2.0363 -2.6823
H -2.3434 2.2422 -0.8579
H 4.7004 1.9518 -0.6257
H 0.2102 3.7002 -0.4807
H -0.3682 -3.6350 -0.0074
H -2.3526 1.0636 -2.2184
C 2.7808 -1.3522 -0.0703
H 0.6891 2.0796 -3.6434
```

Values from the calculation:
<S²> = 6.056
Total charge = +3
Energy = -62155.3753 eV
Multiplicity = 5
Orbital gap (alpha / beta) = 0.16154 / 0.13885 hartree

Atomic charges from the Löwdin analysis, expressed in e, are listed below: H 0.143; H 0.063; H 0.028; H 0.069; C -0.234; H 0.037; N -0.190; H 0.075; H 0.097; H 0.077; H 0.058; C 0.053; H 0.046; P 0.824; P 0.786; H 0.022; H 0.162; H 0.049; H 0.050; C -0.050; H 0.067; C -0.303; C -0.237; H 0.020; Rh 0.378; H 0.041; H 0.067; H 0.125; H 0.058; H 0.008; C -0.093; C -0.094; H 0.085; C -0.226; C -0.186; C -0.173; C 0.032; C -0.242; C -0.210; H 0.117; H 0.146; P 0.688; H 0.144; H 0.068; H 0.060; H 0.064; H 0.075; H 0.017; O -0.010; C -0.209; C 0.064; H 0.038; C 0.023; C 0.014; C -0.155; H 0.048; C 0.067; H 0.131; H 0.047; C 0.028; C -0.047; H 0.035; H 0.073; H 0.130; C -0.230; H 0.126; H 0.155; H 0.155; H 0.146; C -0.212; C -0.243; H 0.050; H 0.107; H 0.117; C -0.242; H 0.033; H 0.126; H 0.032; H 0.028; H 0.033; C -0.186; H 0.069

(2)
The following is a quantum chemistry calculation of C4H4O2Pb as an isolated structure, from OMol25.

Structure (XYZ):
```
11
Properties=species:S:1:pos:R:3
C 0.6904 0.2827 -0.4041
O -0.9817 -0.5082 0.0908
H -1.2235 -0.2323 2.1559
O 2.4993 1.3257 -0.8443
H 1.5605 0.3458 1.7489
C 3.4529 1.8609 -1.1517
C -0.5599 -0.3131 1.2895
Pb -2.3136 -1.7666 -1.0479
C 0.7022 0.2985 1.0803
H 0.1827 1.0937 -0.9430
H 1.1510 -0.5805 -0.9018
```

Values from the calculation:
<S²> = 0.753
Total charge = +3
Energy = -13515.2893 eV
Multiplicity = 2
Orbital gap (alpha / beta) = 0.27784 / 0.22991 hartree

Atomic charges from the Löwdin analysis, expressed in e, are listed below: C 0.203; O -0.381; H 0.199; O 0.016; H 0.188; C 0.229; C -0.004; Pb 1.997; C 0.213; H 0.171; H 0.167

(3)
The following is a quantum chemistry calculation of CH5N3O in the gas phase, from OMol25.

Structure (XYZ):
```
10
Properties=species:S:1:pos:R:3
O -0.1949 -1.6388 -1.1073
N -0.4961 -0.4388 -1.4832
H -1.3803 1.3470 -0.9297
C -0.8908 0.4781 -0.3639
N 0.5286 0.6014 0.0533
H 1.0702 0.8584 -0.8267
H 0.7910 -1.5031 -0.0101
N 1.1457 -0.5189 0.5748
H -1.4191 0.0426 0.4009
H 0.9978 -0.5888 1.5982
```

Values from the calculation:
Total charge = 0
Energy = -7630.9604 eV
SMILES = NNCN=O
Orbital gap (alpha / beta) = 0.31890 / 0.31890 hartree

Atomic charges from the Löwdin analysis, expressed in e, are listed below: O -0.153; N -0.034; H 0.140; C -0.186; N -0.130; H 0.136; H 0.121; N -0.058; H 0.078; H 0.086

(4)
The following is a quantum chemistry calculation of C2H4N2O2 as an isolated structure, from OMol25.

Structure (XYZ):
```
10
Properties=species:S:1:pos:R:3
H 0.7329 2.1026 0.0572
O 1.9745 -0.6675 0.4972
H -2.0255 1.2647 0.3472
N -0.5974 -0.5389 0.4706
H -0.7959 -1.5227 -1.0646
H 2.2438 -1.0456 -0.3155
N 0.5593 -0.0898 -0.1969
C 0.2241 1.2056 0.1245
C -1.0738 0.8501 0.3240
O -1.2419 -1.5585 -0.2435
```

Values from the calculation:
Total charge = 0
Energy = -9207.2655 eV
Orbital gap = 0.36624 hartree

Atomic charges from the Löwdin analysis, expressed in e, are listed below: H 0.090; O -0.043; H 0.088; N -0.136; H 0.064; H 0.019; N -0.045; C -0.070; C 0.029; O 0.004

Largest force on an atom
In order: 4.095, 2.753, 3.769, 4.675
Unit: eV/Å
ΔE to the lowest compared entry with this formula, charge and spin
In order: 11.2, 11.4, 107.9, 183.5
Unit: kcal/mol